Entry 1:
{"formula": "C5H2ClO3S", "method": "the ωB97M-V functional and the def2-TZVPD basis", "symbols": ["C", "C", "C", "C", "C", "O", "O", "O", "S", "Cl", "H", "H"], "xyz": [[-1.335, 0.440, -0.558], [-1.683, -0.908, -0.531], [0.024, 0.893, -0.581], [1.369, -0.001, 1.546], [1.052, -0.126, -0.038], [2.176, 0.950, 1.631], [0.330, 2.016, -0.807], [0.986, -0.847, 2.330], [-0.346, -2.068, -0.464], [2.293, -0.347, -1.159], [-2.058, 1.254, -0.741], [-2.807, -1.256, -0.628]], "lowdin_charge": [-0.12, -0.55, -0.61, -0.75, -0.62, -0.02, 0.04, -0.01, 0.75, 0.69, 0.12, 0.07], "total_charge": -1, "spin_multiplicity": 3, "e_homo_ev": [-2.237, -5.215], "molar_mass_g_mol": 177.59, "gap_ha": [0.1886, 0.2282], "s2": 2.0130}

---

Entry 2:
{"formula": "C44H46Cl2N10O2RhSi", "method": "the ωB97M-V functional and the def2-TZVPD basis", "symbols": ["Rh", "C", "N", "C", "N", "C", "N", "C", "C", "C", "C", "C", "C", "C", "N", "N", "C", "O", "C", "C", "C", "C", "C", "C", "N", "C", "N", "C", "N", "C", "H", "H", "H", "H", "H", "H", "H", "H", "H", "H", "H", "H", "H", "H", "H", "H", "Cl", "C", "C", "C", "Cl", "C", "C", "C", "C", "N", "C", "C", "O", "H", "H", "H", "H", "C", "C", "C", "C", "C", "C", "C", "C", "C", "C", "C", "C", "N", "H", "H", "H", "H", "H", "H", "H", "H", "H", "H", "H", "H", "H", "H", "H", "H", "H", "C", "Si", "C", "C", "H", "H", "H", "H", "H", "H", "H", "H", "H"], "xyz": [[-0.940, -0.918, -1.474], [-2.010, 1.640, 3.454], [-2.105, 1.139, 2.080], [-1.392, 0.226, 1.392], [-1.801, 0.229, 0.120], [-2.760, 1.184, 0.096], [-2.965, 1.750, 1.250], [-1.233, 2.941, 3.526], [-1.927, 4.126, 3.316], [-1.246, 5.332, 3.273], [0.118, 5.370, 3.439], [0.837, 4.190, 3.663], [0.145, 2.970, 3.716], [2.280, 4.261, 3.705], [3.004, 5.331, 3.557], [4.292, 4.935, 3.430], [4.313, 3.641, 3.546], [3.061, 3.151, 3.751], [5.412, 2.733, 3.331], [6.575, 3.170, 2.688], [7.533, 2.254, 2.305], [7.363, 0.897, 2.571], [6.251, 0.471, 3.287], [6.101, -0.979, 3.692], [4.784, -1.517, 3.448], [4.246, -2.068, 2.346], [3.001, -2.412, 2.582], [2.815, -2.045, 3.869], [3.867, -1.499, 4.433], [5.286, 1.384, 3.666], [-1.552, 0.876, 4.081], [-3.041, 1.806, 3.760], [-0.653, -0.422, 1.829], [-3.317, 1.432, -0.788], [-2.996, 4.100, 3.147], [-1.795, 6.247, 3.091], [0.666, 6.301, 3.396], [0.699, 2.057, 3.895], [6.680, 4.223, 2.463], [8.418, 2.587, 1.778], [8.107, 0.184, 2.240], [6.246, -1.070, 4.769], [6.841, -1.591, 3.176], [4.778, -2.216, 1.421], [1.889, -2.197, 4.399], [4.422, 1.055, 4.229], [-0.075, 1.032, -6.364], [0.214, -0.562, -5.733], [0.700, -1.543, -6.582], [0.906, -2.823, -6.108], [1.474, -4.048, -7.217], [0.653, -3.163, -4.767], [0.820, -4.458, -4.202], [0.552, -4.642, -2.840], [0.139, -3.581, -2.068], [-0.058, -2.343, -2.584], [0.182, -2.130, -3.920], [-0.093, -0.812, -4.383], [-0.604, 0.071, -3.583], [0.904, -1.306, -7.617], [1.147, -5.277, -4.826], [0.674, -5.613, -2.377], [-0.019, -3.706, -1.008], [-2.288, -3.138, 1.142], [-3.605, -3.417, 0.407], [-3.364, -4.369, -0.773], [-4.319, -2.148, -0.036], [-5.408, -1.698, 0.684], [-6.201, -0.647, 0.234], [-5.963, -0.122, -1.029], [-4.876, -0.508, -1.789], [-4.731, 0.015, -3.205], [-3.670, 1.116, -3.339], [-4.429, -1.123, -4.188], [-3.920, -1.427, -1.226], [-2.734, -1.638, -1.771], [-1.803, -4.079, 1.408], [-2.460, -2.569, 2.060], [-1.614, -2.568, 0.499], [-4.274, -3.920, 1.115], [-2.695, -3.913, -1.498], [-4.305, -4.590, -1.282], [-2.922, -5.306, -0.432], [-5.661, -2.193, 1.616], [-7.035, -0.298, 0.828], [-6.648, 0.613, -1.439], [-5.700, 0.448, -3.478], [-2.704, 0.773, -2.969], [-3.967, 2.017, -2.794], [-3.551, 1.377, -4.391], [-3.435, -1.527, -4.000], [-4.462, -0.748, -5.213], [-5.162, -1.926, -4.089], [1.674, 0.849, 0.422], [0.848, 0.643, -1.308], [0.046, 2.367, -1.579], [2.344, 0.592, -2.504], [1.253, 1.723, 0.920], [2.740, 1.026, 0.282], [1.574, 0.001, 1.099], [0.821, 3.130, -1.691], [-0.589, 2.664, -0.740], [-0.567, 2.368, -2.481], [3.191, 1.105, -2.039], [2.095, 1.111, -3.430], [2.661, -0.417, -2.769]], "lowdin_charge": [0.87, -0.07, -0.10, -0.11, -0.03, -0.18, 0.14, -0.20, -0.03, -0.06, -0.02, -0.13, 0.04, -0.28, 0.10, 0.11, -0.28, 0.14, -0.13, -0.01, -0.06, -0.03, -0.20, -0.09, -0.14, -0.14, 0.08, -0.23, 0.09, 0.04, 0.13, 0.12, 0.13, 0.10, 0.11, 0.11, 0.11, 0.12, 0.12, 0.11, 0.11, 0.13, 0.13, 0.13, 0.10, 0.12, 0.63, -0.61, -0.18, -0.63, 0.61, -0.21, -0.10, -0.12, -0.20, -0.11, -0.17, -0.43, -0.23, 0.09, 0.06, 0.08, 0.08, -0.08, -0.37, -0.07, -0.14, -0.06, -0.09, -0.06, -0.16, -0.37, -0.07, -0.06, -0.30, 0.06, 0.08, 0.07, 0.03, 0.12, 0.05, 0.08, 0.08, 0.11, 0.09, 0.11, 0.12, 0.04, 0.07, 0.08, 0.07, 0.08, 0.08, -0.24, 0.51, -0.22, -0.21, 0.00, 0.01, -0.02, 0.02, 0.00, 0.01, 0.01, 0.02, 0.02], "total_charge": -1, "spin_multiplicity": 5, "e_homo_ev": [-1.522, -3.425], "molar_mass_g_mol": 948.82, "gap_ha": [0.1013, 0.1712], "s2": 6.0671, "de_lowest_kj_mol": 216.96}

---

Entry 3:
{"formula": "ClH2NOS", "method": "the ωB97M-V functional and the def2-TZVPD basis", "symbols": ["N", "O", "S", "Cl", "H", "H"], "xyz": [[0.716, 0.741, -1.550], [0.289, -1.234, 1.581], [-0.915, -0.461, 1.823], [-1.969, -0.424, 0.002], [1.426, 0.028, -1.030], [0.454, 1.350, -0.827]], "lowdin_charge": [0.05, -0.62, 0.53, 0.10, 0.04, -0.10], "e_homo_ev": [-9.692, -11.028], "molar_mass_g_mol": 99.54, "gap_ha": [0.3356, 0.3369], "de_lowest_kj_mol": 245.23}